Entry 1:
A 19-piece molecular cluster, C13H47BrO20 overall, computed with ωB97M-V/def2-TZVPD.

Each line ends with the Mulliken charge.
Cartesian coordinates (Å):
C: 3.097 -0.430 -0.422  -0.733
C: 1.758 -1.190 -1.073  -0.299
C: 0.639 -0.003 -1.291  -0.384
Br: 1.415 1.403 -2.485  -0.141
C: -0.849 -0.549 -1.750  0.576
C: -1.431 -0.357 -3.139  -0.528
C: -2.976 -0.929 -3.425  0.243
O: -3.372 -1.480 -4.576  -0.523
C: -4.002 -0.802 -2.110  0.366
C: -5.599 -0.447 -2.208  -0.413
C: -6.443 -0.325 -0.780  -0.573
C: -5.808 -0.560 0.714  -0.728
C: -4.203 -0.896 0.811  -0.136
C: -3.359 -1.017 -0.589  0.290
C: -1.717 -1.336 -0.557  0.128
O: -1.157 -2.185 0.326  -0.565
H: 2.768 0.570 0.112  0.236
H: 3.616 -1.159 0.345  0.255
H: 3.800 -0.203 -1.352  0.219
H: 1.374 -2.035 -0.359  0.252
H: 1.966 -1.660 -2.127  0.315
H: 0.477 0.514 -0.228  0.404
H: -0.826 0.223 -3.989  0.220
H: -6.095 -0.265 -3.275  0.314
H: -7.604 -0.068 -0.835  0.332
H: -6.404 -0.508 1.727  0.571
H: -3.603 -1.062 1.824  0.341
O: -5.719 2.368 2.246  -0.644
H: -6.598 2.739 2.079  0.383
H: -5.694 1.569 1.699  0.349
O: -7.158 -3.448 -0.850  -0.674
H: -6.728 -2.596 -1.017  0.351
H: -6.825 -4.020 -1.558  0.313
O: 5.760 -1.678 -0.368  -0.703
H: 5.598 -2.438 -0.946  0.338
H: 6.631 -1.858 0.017  0.307
O: -3.312 1.132 4.193  -0.631
H: -3.690 1.849 3.661  0.301
H: -3.810 1.170 5.023  0.309
O: -0.319 -0.273 4.761  -0.714
H: -1.198 0.098 4.594  0.322
H: -0.294 -1.073 4.214  0.320
O: -0.270 3.728 -4.915  -0.622
H: 0.380 3.382 -4.286  0.263
H: -1.021 3.984 -4.359  0.315
O: 7.488 -1.173 -2.619  -0.699
H: 7.110 -0.456 -3.151  0.386
H: 6.990 -1.136 -1.789  0.421
O: -8.328 3.050 1.396  -0.705
H: -9.142 3.329 1.840  0.345
H: -8.641 2.555 0.623  0.302
O: 0.549 -2.077 6.795  -0.679
H: 0.172 -1.360 6.264  0.409
H: 0.052 -2.040 7.626  0.349
O: -1.063 -1.276 9.273  -0.629
H: -1.407 -0.379 9.399  0.300
H: -1.257 -1.721 10.112  0.309
O: 7.407 1.623 -3.714  -0.653
H: 8.295 1.234 -3.723  0.311
H: 7.571 2.578 -3.709  0.296
O: 3.633 3.323 -0.381  -0.621
H: 2.819 3.603 0.063  0.325
H: 3.320 2.829 -1.154  0.260
O: -8.642 5.942 0.253  -0.644
H: -8.143 5.737 -0.552  0.306
H: -8.542 5.147 0.799  0.360
O: 5.721 -2.478 -4.228  -0.604
H: 5.559 -3.238 -4.806  0.285
H: 6.592 -2.658 -3.843  0.328
O: -1.652 -4.627 -1.232  -0.648
H: -1.117 -3.822 -1.159  0.331
H: -1.858 -4.855 -0.313  0.316
O: 9.243 0.045 -5.476  -0.620
H: 8.363 0.416 -5.643  0.338
H: 9.267 -0.754 -6.023  0.299
O: 2.911 -0.127 7.163  -0.648
H: 2.873 0.318 8.023  0.293
H: 2.188 -0.771 7.200  0.378
O: 10.041 2.159 -2.239  -0.662
H: 9.837 1.430 -1.634  0.321
H: 10.595 1.750 -2.920  0.323

Results
- LUMO energy (eV) = -2.23
- E_tot (eV) = -125223.390
- multiplicity = 1
- HOMO energy (eV) = -9.80
- frontier orbital gap (eV) = 7.57
- charge = 0
- F_max (Eh/bohr) = 0.1649
- ΔE to the lowest compared entry with this formula, charge and spin (kJ/mol) = 1248.1

***

Entry 2:
A 11-piece molecular cluster, C13H49N22O11 overall, computed with ωB97M-V/def2-TZVPD.

Each line ends with the Mulliken charge.
Cartesian coordinates (Å):
N: 6.117 -2.121 0.105  -0.745
C: 5.341 -0.965 -0.507  -0.107
N: 4.293 -0.469 0.282  -0.731
C: 3.236 -1.423 0.453  0.852
C: 2.653 -2.103 -0.790  -1.083
O: 3.014 -3.485 -0.979  -0.735
H: 6.457 -2.731 -0.624  0.303
H: 5.466 -2.675 0.649  0.203
H: 6.068 -0.174 -0.662  0.341
H: 5.034 -1.291 -1.519  0.125
H: 3.442 -2.246 1.172  0.168
H: 2.398 -0.900 0.892  -0.746
H: 2.923 -1.538 -1.676  0.489
H: 1.577 -2.107 -0.707  0.387
H: 3.915 -3.568 -0.677  0.366
C: -0.196 -2.873 2.014  0.577
O: -0.101 -1.909 1.269  -0.672
N: 0.346 -4.101 1.777  -0.344
N: -0.835 -2.766 3.222  -0.363
H: 0.265 -4.861 2.430  0.228
H: 0.895 -4.245 0.946  0.102
H: -1.215 -1.871 3.461  0.183
H: -0.914 -3.528 3.869  0.184
C: 0.218 2.170 1.235  0.467
O: -0.897 2.676 1.361  -0.886
N: 0.457 0.869 1.033  0.053
N: 1.354 2.956 1.307  -0.366
H: 1.392 0.506 0.955  0.056
H: -0.295 0.210 0.940  0.134
H: 1.227 3.926 1.520  0.211
H: 2.280 2.572 1.220  0.177
C: 4.015 -2.024 -4.960  0.646
O: 4.999 -1.444 -4.542  -0.625
N: 3.609 -1.898 -6.275  -0.414
N: 3.234 -2.845 -4.205  -0.309
H: 2.800 -2.352 -6.649  0.140
H: 4.154 -1.296 -6.860  0.223
H: 3.444 -2.994 -3.229  0.305
H: 2.443 -3.325 -4.589  0.144
C: -4.095 4.174 0.112  0.529
O: -4.144 4.538 1.282  -0.717
N: -3.104 3.426 -0.428  -0.182
N: -5.090 4.519 -0.776  -0.242
H: -3.105 3.161 -1.399  0.189
H: -2.310 3.144 0.149  0.275
H: -5.822 5.105 -0.428  0.160
H: -5.087 4.261 -1.751  0.167
C: -8.608 2.551 0.862  0.552
O: -9.487 1.705 0.905  -0.662
N: -7.297 2.283 1.107  -0.315
N: -8.881 3.863 0.558  -0.330
H: -6.570 2.977 1.071  0.197
H: -7.055 1.340 1.341  0.176
H: -9.835 4.101 0.373  0.195
H: -8.177 4.574 0.533  0.175
C: -2.567 -6.331 0.802  0.728
O: -1.787 -6.924 1.526  -0.639
N: -2.187 -5.785 -0.392  -0.385
N: -3.885 -6.151 1.134  -0.422
H: -2.805 -5.267 -0.986  0.163
H: -1.220 -5.866 -0.642  0.203
H: -4.190 -6.531 2.009  0.211
H: -4.536 -5.650 0.561  0.156
C: -0.131 3.516 -2.903  0.650
O: -0.716 2.466 -2.697  -0.650
N: 0.791 4.033 -2.043  -0.336
N: -0.362 4.263 -4.033  -0.396
H: 1.284 4.888 -2.213  0.144
H: 0.984 3.512 -1.203  0.231
H: -1.042 3.911 -4.679  0.218
H: 0.107 5.124 -4.229  0.143
C: -3.820 5.955 -3.724  0.703
O: -4.421 4.892 -3.671  -0.683
N: -3.021 6.383 -2.708  -0.297
N: -3.912 6.788 -4.806  -0.431
H: -2.526 7.252 -2.723  0.174
H: -2.942 5.785 -1.902  0.119
H: -4.497 6.491 -5.563  0.221
H: -3.433 7.665 -4.869  0.149
C: 3.228 -4.582 4.759  0.640
O: 3.186 -5.750 4.389  -0.705
N: 4.103 -4.159 5.731  -0.385
N: 2.440 -3.600 4.262  -0.163
H: 4.147 -3.203 6.033  0.204
H: 4.717 -4.841 6.129  0.213
H: 1.820 -3.786 3.496  0.012
H: 2.466 -2.628 4.570  0.250
C: 3.415 -0.308 3.510  0.511
O: 2.812 -0.699 4.526  -0.846
N: 4.232 -1.106 2.813  -0.381
N: 3.223 0.940 2.991  -0.416
H: 4.571 -0.890 1.849  0.288
H: 4.310 -2.051 3.137  0.241
H: 2.572 1.543 3.455  0.195
H: 3.645 1.220 2.124  0.261

Results
- LUMO energy (eV) = 1.61
- E_tot (eV) = -69591.752
- multiplicity = 1
- HOMO energy (eV) = -3.63
- frontier orbital gap (eV) = 5.24
- charge = -1
- F_max (Eh/bohr) = 0.0351

***

Entry 3:
A 13-piece molecular cluster, C13H52N14O13 overall, computed with ωB97M-V/def2-TZVPD.

Each line ends with the Mulliken charge.
Cartesian coordinates (Å):
C: -4.216 -0.643 -0.955  0.597
O: -4.594 -0.965 -2.237  -0.746
N: -4.509 -1.364 0.115  -0.376
N: -3.389 0.295 -0.670  0.015
H: -5.302 -1.967 -0.219  0.344
H: -3.880 -1.740 0.814  0.243
H: -3.114 0.907 -1.423  0.063
H: -3.086 0.494 0.312  0.391
C: 2.029 -2.468 -0.725  -0.738
O: 2.290 -1.737 0.461  -0.696
N: 2.990 -3.112 -1.291  0.017
N: 0.889 -2.628 -1.330  0.149
H: 4.036 -3.050 -1.070  0.298
H: 2.742 -3.720 -2.110  0.255
H: 0.095 -2.130 -0.938  0.297
H: 0.744 -2.710 -2.337  0.303
C: -2.118 1.867 2.435  -0.023
O: -0.854 1.812 2.979  -0.732
N: -2.708 0.809 2.067  -0.204
N: -2.818 2.951 2.344  -0.361
H: -2.139 -0.016 2.262  -0.016
H: -3.762 0.653 2.139  0.385
H: -2.520 3.770 2.860  0.267
H: -3.784 2.907 2.186  0.211
C: 0.215 -1.210 3.460  0.243
O: -1.191 -1.131 3.232  -0.901
N: 0.782 -2.328 3.818  -0.263
N: 0.982 -0.161 3.472  -0.135
H: 0.269 -3.181 4.062  0.308
H: 1.817 -2.350 4.033  0.189
H: 0.443 0.669 3.345  0.339
H: 1.997 -0.175 3.165  0.406
C: 2.932 -0.862 -3.705  0.546
O: 4.214 -0.947 -3.204  -0.669
N: 2.105 0.121 -3.394  -0.125
N: 2.417 -1.756 -4.542  -0.402
H: 2.452 0.693 -2.655  0.001
H: 1.133 0.250 -3.779  0.189
H: 3.053 -2.461 -4.886  0.269
H: 1.864 -1.323 -5.340  0.244
C: -2.923 4.671 -0.716  0.580
O: -3.163 5.676 0.129  -0.779
N: -3.171 4.710 -1.992  -0.257
N: -2.545 3.522 -0.319  0.209
H: -3.593 5.578 -2.247  0.239
H: -2.983 4.002 -2.660  0.183
H: -2.396 3.248 0.724  -0.262
H: -2.483 2.747 -0.968  0.058
C: 4.263 0.441 2.808  0.393
O: 5.398 -0.371 2.861  -0.741
N: 3.179 0.220 2.108  0.653
N: 3.995 1.401 3.682  -0.188
H: 3.194 -0.601 1.482  0.071
H: 2.447 0.956 1.925  -0.130
H: 4.709 1.624 4.316  0.235
H: 3.185 2.099 3.640  0.136
C: -2.817 -4.773 -0.680  -0.367
O: -1.951 -4.268 -1.677  -0.612
H: -3.423 -5.611 -1.135  0.304
H: -3.422 -4.061 -0.143  0.043
H: -2.202 -5.148 0.186  0.155
H: -1.302 -3.686 -1.283  0.350
C: 4.366 1.301 -0.825  -0.596
O: 3.037 1.759 -0.916  -0.592
H: 4.771 1.455 -1.806  0.275
H: 4.512 0.214 -0.567  0.120
H: 4.761 2.024 -0.100  0.417
H: 2.662 1.942 -0.052  0.322
C: -0.262 0.056 -0.183  1.592
O: -1.111 -0.997 -0.498  -0.623
H: 0.723 -0.069 -0.540  -0.145
H: -0.082 0.116 0.910  -0.437
H: -0.689 0.957 -0.605  -0.455
H: -1.962 -0.606 -0.407  0.199
C: 0.789 3.353 0.612  -0.344
O: 1.622 2.529 1.458  -0.828
H: 0.785 3.076 -0.448  0.011
H: 1.075 4.421 0.696  0.418
H: -0.250 3.329 0.984  0.029
H: 1.407 2.659 2.344  0.333
C: 0.068 -4.193 1.289  -0.722
O: 0.444 -4.976 0.154  -0.645
H: 0.878 -3.578 1.686  0.289
H: -0.256 -4.864 2.094  0.381
H: -0.682 -3.480 1.061  0.258
H: 0.770 -4.329 -0.511  0.666
C: -1.031 2.493 -3.058  -0.331
O: -2.194 1.716 -2.717  -0.714
H: -0.061 1.979 -2.862  -0.350
H: -1.098 3.376 -2.483  0.340
H: -1.089 2.832 -4.090  0.397
H: -2.406 1.062 -3.410  0.285

Results
- LUMO energy (eV) = -0.27
- E_tot (eV) = -61799.980
- multiplicity = 1
- HOMO energy (eV) = -9.12
- frontier orbital gap (eV) = 8.85
- charge = 0
- F_max (Eh/bohr) = 0.1787
- ΔE to the lowest compared entry with this formula, charge and spin (kJ/mol) = 1172.4

***

Entry 4:
A 13-piece molecular cluster, C13H52N26O13 overall, computed with ωB97M-V/def2-TZVPD.

Each line ends with the Mulliken charge.
Cartesian coordinates (Å):
C: -1.882 -4.327 1.739  0.322
O: -1.149 -3.954 0.818  -0.246
N: -3.227 -4.115 1.845  -0.423
N: -1.393 -5.058 2.790  -0.314
H: -3.683 -3.571 1.131  0.233
H: -3.756 -4.259 2.683  0.170
H: -2.019 -5.204 3.559  0.176
H: -0.417 -5.179 2.950  0.117
C: 3.375 0.229 -3.049  0.519
O: 3.155 -0.905 -3.477  -0.737
N: 3.379 1.330 -3.874  -0.331
N: 3.453 0.545 -1.723  -0.214
H: 3.556 2.215 -3.434  0.132
H: 3.569 1.242 -4.857  0.156
H: 3.232 -0.188 -1.074  0.180
H: 3.558 1.488 -1.401  0.158
C: 2.160 -2.929 3.021  0.669
O: 2.219 -1.707 2.855  -0.617
N: 1.660 -3.774 2.063  -0.298
N: 2.450 -3.554 4.203  -0.367
H: 1.543 -3.367 1.155  0.045
H: 1.505 -4.749 2.212  0.181
H: 2.546 -4.536 4.358  0.173
H: 2.716 -2.898 4.917  0.238
C: -1.384 3.384 -2.788  0.337
O: -1.734 3.188 -1.621  -0.677
N: -0.104 3.749 -3.222  -0.132
N: -2.268 3.313 -3.830  -0.297
H: 0.707 3.520 -2.660  0.066
H: -0.052 4.265 -4.079  0.229
H: -3.231 3.081 -3.682  0.231
H: -1.878 3.669 -4.681  0.168
C: 1.140 1.462 5.484  0.552
O: 0.806 2.248 6.359  -0.697
N: 1.137 1.775 4.160  -0.147
N: 1.377 0.149 5.774  -0.336
H: 0.836 2.708 3.933  0.093
H: 1.300 1.070 3.467  0.149
H: 1.645 -0.590 5.150  0.163
H: 1.187 -0.049 6.740  0.191
C: -0.874 -0.092 -0.326  0.252
O: -1.830 -0.416 -1.037  -0.765
N: -0.269 1.172 -0.373  0.265
N: -0.204 -0.960 0.482  0.578
H: -0.816 1.795 -0.979  0.101
H: 0.732 1.230 -0.463  0.058
H: 0.481 -0.556 1.095  -0.105
H: -0.455 -1.943 0.400  -0.407
C: 0.867 5.159 1.291  0.472
O: 1.019 4.134 1.943  -0.565
N: 0.604 6.343 1.939  -0.453
N: 0.878 5.241 -0.077  -0.209
H: 0.210 7.114 1.434  0.162
H: 0.598 6.288 2.940  0.252
H: 1.188 4.474 -0.661  -0.050
H: 0.958 6.200 -0.367  0.248
C: -2.936 2.379 2.092  0.512
O: -3.427 2.707 3.172  -0.734
N: -3.221 1.201 1.458  -0.177
N: -1.945 3.076 1.465  -0.012
H: -2.880 1.033 0.527  0.139
H: -3.950 0.617 1.819  0.207
H: -1.489 3.803 1.978  0.007
H: -1.653 2.701 0.580  0.082
C: 0.019 0.020 -5.120  0.501
O: -1.057 0.070 -5.695  -0.696
N: 0.396 0.977 -4.208  -0.032
N: 0.906 -1.012 -5.135  -0.364
H: -0.198 1.769 -4.082  0.065
H: 1.284 0.867 -3.757  0.202
H: 0.531 -1.879 -5.480  0.238
H: 1.729 -0.959 -4.537  0.307
C: -3.739 -2.878 -3.462  0.521
O: -4.694 -3.400 -4.026  -0.679
N: -3.729 -1.614 -2.904  -0.163
N: -2.539 -3.522 -3.201  -0.186
H: -4.485 -0.965 -2.967  0.188
H: -2.884 -1.408 -2.403  0.217
H: -2.267 -4.379 -3.644  0.150
H: -1.904 -3.165 -2.512  0.114
C: 3.155 4.133 -2.080  0.730
O: 2.394 3.232 -1.708  -0.757
N: 4.509 4.024 -2.219  -0.447
N: 2.655 5.327 -2.554  -0.392
H: 4.990 4.891 -2.373  0.179
H: 5.014 3.275 -1.780  0.239
H: 3.319 6.060 -2.716  0.213
H: 1.690 5.490 -2.334  0.194
C: -1.326 -2.044 5.135  0.559
O: -0.914 -3.185 5.007  -0.601
N: -1.774 -1.402 6.271  -0.430
N: -1.380 -1.137 4.086  -0.092
H: -2.050 -0.442 6.309  0.176
H: -2.000 -2.063 6.995  0.247
H: -1.217 -1.441 3.141  -0.004
H: -1.978 -0.340 4.213  0.149
C: 0.369 -5.833 -2.163  0.555
O: 0.939 -6.104 -3.212  -0.675
N: -0.685 -6.573 -1.695  -0.311
N: 0.513 -4.623 -1.523  -0.175
H: -0.916 -7.419 -2.183  0.199
H: -1.110 -6.438 -0.795  0.144
H: 1.088 -3.935 -1.989  0.217
H: -0.271 -4.392 -0.944  0.021

Results
- LUMO energy (eV) = -0.64
- E_tot (eV) = -79698.239
- multiplicity = 1
- HOMO energy (eV) = -8.82
- frontier orbital gap (eV) = 8.18
- charge = 0
- F_max (Eh/bohr) = 0.0522
- ΔE to the lowest compared entry with this formula, charge and spin (kJ/mol) = 305.1